Record 1
Below is the molecule C4H7N3O2 in a non-equilibrium geometry, with properties calculated with the ωB97M-V functional and the def2-TZVPD basis.

Results
- frontier orbital gap (Eh) = 0.29809
- energy relative to the best compared isomer or geometry (same formula, charge and spin) (eV) = 5.657
- E (Eh) = -471.19515
- M (g mol⁻¹) = 129.12

Each line ends with the natural charge from an NBO analysis.
Cartesian coordinates (Å):
C  -1.36919  -1.13800  0.09450  0.13
C  -1.36789  1.26322  0.04081  0.07
C  -2.15247  0.08190  -0.29823  0.36
C  0.82904  -0.16770  0.26666  0.27
N  -0.08228  -1.20790  0.55702  -0.64
N  1.42133  -0.16923  -1.06594  -0.84
N  -0.16237  1.12422  0.47778  -0.60
O  -2.30224  -0.42440  0.94001  -0.47
O  -3.20386  -0.06463  -1.10272  -0.69
H  -1.77206  -2.15332  0.00474  0.20
H  1.61634  0.11535  0.98043  0.19
H  0.49653  -2.04158  0.26697  0.39
H  1.63392  0.88089  -1.20714  0.37
H  0.79802  -0.43739  -1.82465  0.37
H  0.34481  2.04376  0.75277  0.39
H  -3.26834  0.57662  -1.89095  0.50

***

Record 2
Below is a structure of composition C5H6N2, with properties calculated with the ωB97M-V functional and the def2-TZVPD basis.

Results
- frontier orbital gap (alpha / beta) (Eh) = 0.28155 / 0.26714
- energy relative to the best compared isomer or geometry (same formula, charge and spin) (eV) = 4.162
- E (Eh) = -303.48313
- M (g mol⁻¹) = 94.12

Each line ends with the natural charge from an NBO analysis.
Cartesian coordinates (Å):
C  -1.54041  -0.36853  0.14846  -0.14
C  -1.41070  1.12207  0.35780  -0.49
C  0.06963  0.80800  0.54366  0.25
N  1.26217  1.18428  -0.07177  -0.40
C  1.82270  0.09126  -0.46552  0.06
C  0.94335  -1.14121  -0.29253  -0.30
N  -0.18470  -0.51428  0.37606  -0.30
H  0.53484  -1.47542  -1.24360  0.25
H  -2.25293  -1.05390  0.59951  0.18
H  -1.53659  1.72978  -0.54619  0.25
H  -1.96927  1.55167  1.18973  0.24
H  2.84994  0.05331  -0.81722  0.20
H  1.41197  -1.98702  0.22163  0.23

***

Record 3
Below is a structure of composition C48H47AsCrN6O2P, with properties calculated with the ωB97M-V functional and the def2-TZVPD basis.

Results
- frontier orbital gap (alpha / beta) (Eh) = 0.24745 / 0.24138
- energy relative to the best compared isomer or geometry (same formula, charge and spin) (eV) = 0.000
- charge = +2
- E (Eh) = -5957.57984
- spin multiplicity = 4
- M (g mol⁻¹) = 897.84

Each line ends with the Löwdin spin population.
Cartesian coordinates (Å):
Cr  -0.17313  1.71938  -0.95378  2.94
O  1.37986  4.43851  1.55427  0.03
C  0.79557  3.50266  1.02499  0.01
N  1.19184  2.69030  0.03895  -0.01
C  2.48435  2.65312  -0.53683  0.00
C  3.62107  3.21814  0.01793  0.00
C  4.84467  3.02067  -0.61616  0.00
C  4.92593  2.27270  -1.77999  0.00
C  3.78832  1.70306  -2.34695  0.00
C  2.56599  1.89454  -1.72185  0.00
N  1.32045  1.38538  -2.16047  0.00
C  1.08844  0.79923  -3.34770  0.01
O  1.86522  0.55442  -4.25603  0.02
C  -0.39642  0.51102  -3.54087  0.01
C  -0.84361  -0.09091  -4.70406  0.00
C  -2.20045  -0.32053  -4.85271  0.01
C  -3.07257  0.06194  -3.84086  0.00
C  -2.55267  0.66573  -2.71164  0.01
N  -1.24205  0.88951  -2.56383  0.01
C  -0.61802  3.15410  1.47741  0.01
C  -1.11935  3.65265  2.66506  0.00
C  -2.38017  3.24617  3.07650  0.01
C  -3.10517  2.36827  2.28308  0.00
C  -2.54525  1.92951  1.09647  0.01
N  -1.32974  2.31514  0.69727  0.01
H  3.55051  3.79020  0.92999  0.00
H  5.73941  3.45211  -0.18913  0.00
H  5.88224  2.12685  -2.26058  0.00
H  3.84728  1.12186  -3.25367  0.00
H  -0.11194  -0.36786  -5.44926  0.00
H  -2.58023  -0.79546  -5.74715  0.00
H  -4.13690  -0.10390  -3.92080  0.00
H  -3.19654  0.97500  -1.89769  0.00
H  -0.50292  4.32767  3.24097  0.00
H  -2.79129  3.60287  4.01019  0.00
H  -4.08430  2.01947  2.57672  0.00
H  -3.07473  1.23948  0.45172  0.00
C  -0.91246  -1.12207  1.26480  -0.01
C  -0.45474  -2.40414  1.94168  0.00
As  -1.77591  -2.99257  3.30317  0.00
C  -2.77081  -4.28922  2.23232  0.00
C  -3.46619  -5.30023  2.89219  0.00
C  -4.22344  -6.21674  2.18061  0.00
C  -4.30199  -6.13462  0.79737  0.00
C  -3.61601  -5.13174  0.13160  0.00
C  -2.85602  -4.21528  0.84690  0.00
C  -0.61446  -4.23308  4.24171  0.00
C  -0.32412  -3.97173  5.57562  0.00
C  0.53292  -4.80654  6.28205  0.00
C  1.09899  -5.90463  5.65643  0.00
C  0.80649  -6.17428  4.32496  0.00
C  -0.04863  -5.34376  3.62096  0.00
P  0.30872  -0.43880  0.08528  -0.04
C  1.82719  -0.18712  1.05162  0.00
C  1.65932  0.37849  2.32095  0.00
C  2.75244  0.69361  3.10630  0.00
C  4.03784  0.44711  2.63951  0.00
C  4.21492  -0.09684  1.38026  0.00
C  3.11824  -0.40271  0.58522  0.00
C  0.43985  -1.74533  -1.16887  0.00
C  1.61195  -2.34243  -1.62042  0.00
C  1.56611  -3.33388  -2.59110  0.00
C  0.35368  -3.75023  -3.11621  0.00
C  -0.82295  -3.16247  -2.67205  0.00
C  -0.77717  -2.16469  -1.71498  0.00
H  -1.10403  -0.35105  2.01368  0.00
H  -1.85435  -1.24708  0.72306  0.00
H  0.46482  -2.21940  2.50211  0.00
H  -0.25637  -3.21132  1.23298  0.00
H  -3.40696  -5.38635  3.97148  0.00
H  -4.75024  -7.00068  2.70681  0.00
H  -4.88908  -6.85362  0.24371  0.00
H  -3.66407  -5.06879  -0.94790  0.00
H  -2.30836  -3.45700  0.30144  0.00
H  -0.77118  -3.11865  6.07295  0.00
H  0.75044  -4.60147  7.32087  0.00
H  1.76247  -6.55761  6.20568  0.00
H  1.24089  -7.03810  3.84049  0.00
H  -0.29003  -5.57443  2.58926  0.00
H  0.67203  0.58432  2.71326  0.00
H  2.60242  1.12115  4.08757  0.00
H  4.89320  0.68292  3.25631  0.00
H  5.20951  -0.28029  1.00017  0.00
H  3.30683  -0.77714  -0.41091  0.00
H  2.57765  -2.06039  -1.22880  0.00
H  2.48794  -3.78745  -2.92681  0.00
H  0.32486  -4.53266  -3.86179  0.00
H  -1.77640  -3.48528  -3.06609  0.00
H  -1.71005  -1.71736  -1.39373  0.00
N  0.12009  6.55637  -2.83899  0.00
C  -1.06415  6.27308  -1.95683  0.00
C  -0.81749  4.97336  -1.21060  0.00
N  -0.56591  3.81887  -2.08487  0.00
C  0.55504  4.13259  -2.99062  0.00
C  0.35994  5.41024  -3.78561  0.00
H  0.95201  6.69431  -2.25449  0.00
H  -0.01830  7.42693  -3.35723  0.00
H  -1.93054  6.22791  -2.61859  0.00
H  -1.17549  7.11492  -1.27586  0.00
H  -1.67282  4.77195  -0.56577  0.00
H  0.05110  5.09592  -0.55791  0.00
H  -1.40416  3.62038  -2.63057  0.00
H  0.72216  3.31843  -3.69102  0.00
H  1.45744  4.20056  -2.37598  0.00
H  -0.51651  5.37203  -4.43605  0.00
H  1.23816  5.65274  -4.38215  0.00

***

Record 4
Below is a cluster of 2 separate species, C9H13N2 in total in a non-equilibrium geometry, with properties calculated with the ωB97M-V functional and the def2-TZVPD basis.

Results
- frontier orbital gap (alpha / beta) (Eh) = 0.29751 / 0.29749
- energy relative to the best compared isomer or geometry (same formula, charge and spin) (eV) = 5.100
- charge = +1
- E (Eh) = -459.82664
- M (g mol⁻¹) = 149.22

Each line ends with the natural charge from an NBO analysis.
Cartesian coordinates (Å):
C  2.33935  -1.22655  -0.85808  -0.14
C  2.80713  -0.90316  0.39426  -0.21
C  1.06946  -0.50522  -1.22206  -0.31
C  1.88914  0.20857  0.87561  0.12
C  1.74075  0.61676  2.17607  -0.34
C  -0.58722  2.36657  0.81952  -0.39
C  -1.16972  1.80725  -0.50051  -0.45
C  -2.57493  -1.96833  -0.27026  0.00
C  0.12746  1.37767  -0.01687  0.44
N  0.89681  0.39476  -0.10638  -0.26
N  -1.69913  -1.79389  -1.13496  -0.65
H  2.91313  -1.85593  -1.50453  0.24
H  3.62273  -1.34352  0.72490  0.24
H  1.15036  0.00932  -2.16074  0.24
H  2.20294  0.17150  3.02617  0.25
H  0.95301  1.36770  2.26444  0.19
H  -0.28244  3.30324  0.87577  0.25
H  -0.87905  1.92677  1.79162  0.25
H  -1.96188  1.10249  -0.56719  0.26
H  -1.36189  2.67612  -1.16150  0.28
H  -2.32267  -1.62438  0.73797  0.15
H  -3.41526  -2.53719  -0.35254  0.17
H  -1.87745  -2.34999  -2.04243  0.36
H  0.21471  -1.26470  -1.29759  0.31

***

Record 5
Below is a structure of composition C25H28Cl4F3N2O5P2PdS, with properties calculated with the ωB97M-V functional and the def2-TZVPD basis.

Results
- frontier orbital gap (Eh) = 0.24573
- energy relative to the best compared isomer or geometry (same formula, charge and spin) (eV) = 0.000
- charge = +1
- E (Eh) = -4804.15813
- M (g mol⁻¹) = 835.75

Each line ends with the Mulliken charge.
Cartesian coordinates (Å):
Pd  -0.54490  -1.11610  0.18566  0.45
C  1.82516  -0.99167  2.70385  -1.64
P  0.71895  0.00449  1.68925  1.09
C  1.81757  1.14376  0.79214  0.14
N  2.85609  1.67155  1.38696  -0.28
C  3.66262  2.44915  0.62579  0.12
C  4.80234  3.05137  1.21073  -0.47
C  5.62039  3.82282  0.44277  -0.58
C  5.34775  4.02817  -0.93538  -0.54
C  4.26113  3.45865  -1.52627  -0.50
C  3.38986  2.65430  -0.75310  0.23
N  2.31670  2.07601  -1.34409  -0.32
C  1.54611  1.34794  -0.57780  0.15
P  0.18098  0.38233  -1.30867  1.12
C  1.03172  -0.61406  -2.55559  -1.68
C  -1.01314  1.45597  -2.23834  2.03
C  -0.27324  2.51974  -3.05360  -1.89
C  -1.78425  0.52041  -3.18251  -1.80
C  -2.00012  2.12686  -1.28725  -1.67
C  -0.30398  0.97180  2.89051  1.83
C  -1.24393  -0.01233  3.59717  -1.60
C  -1.12987  2.00855  2.13819  -1.75
C  0.60309  1.67166  3.91061  -1.72
H  2.45148  -0.28758  3.25280  0.51
H  2.46218  -1.61929  2.08568  0.53
H  1.25282  -1.60955  3.39192  0.36
H  4.99360  2.87567  2.26044  0.49
H  6.49391  4.28556  0.88167  0.42
H  6.01852  4.64398  -1.51905  0.41
H  4.03665  3.59668  -2.57507  0.49
H  1.46860  0.05048  -3.30188  0.39
H  0.33983  -1.31182  -3.02404  0.40
H  1.81626  -1.17897  -2.05224  0.47
H  0.44183  2.08689  -3.75250  0.32
H  0.25834  3.22423  -2.41696  0.40
H  -1.01292  3.07641  -3.63356  0.50
H  -1.16670  0.17501  -4.01055  0.36
H  -2.62684  1.07162  -3.60310  0.54
H  -2.18348  -0.35250  -2.66224  0.26
H  -1.51301  2.86448  -0.64953  0.25
H  -2.51185  1.39623  -0.65852  0.13
H  -2.75564  2.64728  -1.87858  0.63
H  -1.92728  -0.49669  2.89398  0.19
H  -1.84548  0.54454  4.31839  0.52
H  -0.70286  -0.78031  4.14918  0.34
H  -1.79683  1.53374  1.42129  0.16
H  -0.49743  2.73266  1.61886  0.29
H  -1.74427  2.55948  2.85258  0.64
H  1.05080  0.96583  4.60910  0.36
H  -0.01669  2.35834  4.49053  0.50
H  1.39834  2.25007  3.44123  0.34
Cl  -7.13019  -4.34246  -0.01069  -0.12
C  -5.58379  -3.69913  -0.28522  0.53
C  -4.89579  -4.06760  -1.55948  0.72
Cl  -5.71618  -5.10063  -2.62100  -0.12
C  -3.66620  -3.60669  -1.87801  -0.21
Cl  -2.85861  -4.00064  -3.32493  -0.13
C  -2.98143  -2.71629  -0.95191  -0.08
O  -1.88520  -2.24882  -1.16901  0.20
C  -3.66233  -2.35741  0.37226  0.01
O  -3.04242  -1.65754  1.13035  -0.39
C  -5.00785  -2.89120  0.62466  -0.18
Cl  -5.73927  -2.45054  2.09508  -0.13
F  0.23433  -3.90656  -1.77186  -0.18
C  0.85459  -4.62302  -0.81923  0.57
F  1.96370  -5.12720  -1.34629  -0.22
F  0.04788  -5.62054  -0.45906  -0.23
S  1.27343  -3.54809  0.61398  1.11
O  -0.05928  -3.09250  1.11806  -0.87
O  1.96891  -4.39802  1.52408  -0.56
O  2.01681  -2.47898  -0.02264  -0.64

***

Record 6
Below is a structure of composition C11H19AuO2 in a non-equilibrium geometry, with properties calculated with the ωB97M-V functional and the def2-TZVPD basis.

Results
- frontier orbital gap (alpha / beta) (Eh) = 0.33827 / 0.17997
- charge = +2
- E (Eh) = -715.72652
- spin multiplicity = 3
- M (g mol⁻¹) = 380.24

Each line ends with the natural charge from an NBO analysis.
Cartesian coordinates (Å):
C  2.58174  -0.79702  -0.23836  -0.43
C  1.86483  -1.98263  0.09406  -0.46
H  2.81977  -0.09245  0.54753  0.28
H  3.02417  -0.65571  -1.23632  0.25
H  1.76228  -2.76274  -0.66599  0.25
H  1.52994  -2.16356  1.11375  0.26
Au  0.56627  -0.67386  -0.96592  1.17
C  -0.00340  0.69024  -2.72037  -0.17
C  0.43289  -0.64065  -3.08313  -0.27
C  -1.59796  -0.77420  -1.97273  -0.17
C  -1.24002  0.57665  -2.05672  -0.18
H  1.43719  -0.93499  -3.46583  0.30
H  -0.53518  -2.67649  -2.60819  0.31
H  -2.51659  -1.20507  -1.48947  0.32
C  -0.60076  -1.56508  -2.59696  -0.20
H  -1.81043  1.44985  -1.60671  0.31
H  0.58303  1.62554  -2.89392  0.31
C  -2.79260  0.14745  1.74838  -0.27
O  -1.90774  -0.17702  0.64319  -0.60
C  -0.69125  -0.20126  1.22080  -0.16
C  -0.07777  1.29380  0.85006  -0.10
O  1.22391  1.10178  1.16057  -0.60
C  1.52714  1.80225  2.34303  -0.27
H  -3.08137  1.19020  1.52067  0.21
H  -3.45981  -0.70370  1.58213  0.23
H  -2.19629  0.06298  2.70333  0.20
H  -0.49082  -0.24768  2.36217  0.25
H  -0.21028  -1.19475  0.99462  0.19
H  -0.14675  1.60512  -0.23767  0.17
H  -0.70603  2.03593  1.36885  0.23
H  1.94934  2.69349  1.81517  0.22
H  0.54515  2.03354  2.86491  0.19
H  2.21742  1.14006  2.90506  0.22

***

Q: What is the formula in the fifth record?
A: C25H28Cl4F3N2O5P2PdS